The following is a DFT calculation (ωB97M-V with the def2-TZVPD basis set) of one molecule with the formula C2H3IN2O in a non-equilibrium geometry.

Last column: Mulliken spin population.
CARTESIAN COORDINATES (ANGSTROEM)
C: -0.992 -1.323 0.220  0.25
C: 0.556 -1.302 0.343  0.24
N: -1.558 -0.228 -0.147  0.43
N: 1.082 -0.023 0.287  0.13
O: 1.144 -2.339 0.589  0.80
I: -1.780 -3.179 0.629  0.12
H: -2.534 -0.446 -0.206  0.02
H: 0.438 0.633 -0.121  0.00
H: 2.045 0.307 0.271  -0.01

Forces on the atoms, in the same order (eV/Å):
3.95 0.72 -0.03
-4.15 3.67 -0.78
-0.06 -0.64 0.23
0.17 -0.09 -0.05
2.10 -2.65 0.80
-0.27 -0.47 0.02
-1.00 0.59 -0.23
-0.48 0.02 0.00
-0.26 -1.15 0.05

The value obtained for the LUMO energy (spin up / spin down) is 0.55 / -3.81 eV. The frontier orbital gap (spin up / spin down) comes out at 6.8 / 5.8 eV. The energy relative to the best compared isomer or geometry (same formula, charge and spin) comes out at 0.000 eV. The total energy is -15246.8031 eV. As for the spin multiplicity: 3.


The following is a DFT calculation (ωB97M-V with the def2-TZVPD basis set) of C38H43CsN7O3P as an isolated structure in a non-equilibrium geometry.

Last column: Mulliken charge in e.
CARTESIAN COORDINATES (ANGSTROEM)
Cs: 0.279 -0.182 0.271  1.87
C: 7.318 -0.166 2.910  -1.47
C: 6.039 -0.738 2.355  0.54
C: 5.373 -1.799 2.970  -1.05
C: 4.176 -2.279 2.482  -0.32
C: 3.533 -1.742 1.342  -0.15
N: 2.256 -2.115 1.001  0.19
C: 1.964 -3.452 0.972  -0.44
C: 2.828 -4.391 0.354  -0.37
C: 2.523 -5.728 0.218  -1.17
C: 1.319 -6.257 0.691  0.29
C: 0.950 -7.707 0.515  -1.48
C: 0.471 -5.372 1.330  -0.11
C: 0.775 -4.021 1.486  0.12
N: -0.147 -3.290 2.320  0.77
C: -0.552 -3.694 3.545  -0.27
C: -1.488 -2.793 3.992  -1.27
C: -1.577 -1.852 2.954  -0.72
N: -0.771 -2.157 1.946  -0.11
C: 4.278 -0.738 0.679  -0.28
C: 5.467 -0.235 1.201  -0.15
N: 3.929 -0.249 -0.629  0.22
C: 4.790 -0.139 -1.668  -0.31
C: 4.088 0.361 -2.737  -1.04
C: 2.780 0.507 -2.249  -0.30
N: 2.694 0.144 -0.976  0.18
H: 7.610 -0.683 3.825  0.36
H: 7.216 0.894 3.153  0.30
H: 8.145 -0.259 2.203  0.31
H: 5.791 -2.240 3.869  0.31
H: 3.662 -3.075 3.008  0.48
H: 3.764 -4.012 -0.040  0.50
H: 3.231 -6.383 -0.281  0.33
H: 1.771 -8.265 0.063  0.39
H: 0.077 -7.835 -0.131  0.28
H: 0.713 -8.184 1.468  0.31
H: -0.470 -5.731 1.739  0.51
H: -0.131 -4.575 3.999  0.50
H: -2.012 -2.805 4.932  0.45
H: -2.190 -0.964 2.899  0.61
H: 5.958 0.574 0.667  0.47
H: 5.817 -0.445 -1.566  0.48
H: 4.461 0.566 -3.726  0.40
H: 1.898 0.860 -2.763  0.09
C: -2.595 1.275 -1.729  -0.49
C: -2.059 0.594 -2.816  -0.22
C: -0.991 1.141 -3.514  -0.40
C: -0.459 2.366 -3.125  -0.47
C: -0.991 3.039 -2.035  -0.31
C: -2.063 2.495 -1.337  -0.18
H: -3.429 0.849 -1.184  0.31
H: -2.466 -0.365 -3.107  0.34
H: -0.571 0.612 -4.361  0.39
H: 0.374 2.792 -3.669  0.43
H: -0.562 3.981 -1.718  0.28
H: -2.471 3.014 -0.479  0.40
C: 1.126 6.485 1.772  -1.29
C: -0.026 5.512 1.844  -0.21
O: 0.411 4.296 2.467  -0.22
P: 0.129 2.905 1.663  -0.37
O: 1.136 1.945 2.515  -0.03
C: 2.562 2.154 2.390  0.19
C: 3.097 2.886 3.598  -1.40
O: -1.261 2.352 2.271  -0.02
C: -1.514 2.102 3.673  0.07
C: -1.958 3.352 4.400  -1.25
H: 0.803 7.428 1.328  0.43
H: 1.933 6.077 1.162  0.27
H: 1.516 6.691 2.769  0.31
H: -0.420 5.299 0.844  0.30
H: -0.848 5.913 2.440  0.29
H: 2.769 2.706 1.467  0.33
H: 3.013 1.167 2.293  -0.11
H: 2.674 3.886 3.677  0.26
H: 4.184 2.962 3.523  0.42
H: 2.859 2.334 4.508  0.31
H: -0.621 1.665 4.118  0.27
H: -2.304 1.352 3.688  0.19
H: -1.159 4.089 4.452  0.20
H: -2.253 3.087 5.417  0.44
H: -2.820 3.801 3.904  0.29
N: -3.760 -7.108 0.935  -0.51
C: -3.411 -6.100 0.509  -0.19
C: -2.964 -4.825 -0.010  0.69
C: -3.668 -3.663 0.280  -0.66
C: -3.170 -2.468 -0.208  -0.30
N: -2.051 -2.376 -0.925  -0.02
C: -1.399 -3.500 -1.206  -0.54
C: -1.815 -4.752 -0.777  -0.28
H: -4.565 -3.690 0.882  0.50
H: -3.684 -1.538 0.011  0.39
H: -0.480 -3.403 -1.773  0.38
H: -1.236 -5.634 -1.008  0.50

Forces on the atoms, in the same order (eV/Å):
-0.99 0.43 -0.36
0.01 -0.02 0.02
0.02 -0.02 0.06
0.01 0.00 0.00
-0.01 0.06 0.08
-0.17 -0.05 -0.05
0.22 -0.28 0.01
0.10 0.12 0.08
-0.02 0.02 -0.02
-0.02 -0.02 -0.01
0.05 0.00 -0.04
0.04 -0.02 -0.01
-0.02 0.01 0.03
-0.22 0.03 0.17
0.17 0.07 -0.02
0.07 -0.03 -0.10
-0.02 0.10 0.01
-0.01 -0.02 0.04
-0.09 -0.72 0.43
-0.02 0.12 -0.21
-0.01 0.03 -0.03
-0.08 -0.19 0.11
0.03 -0.05 0.11
-0.10 -0.03 -0.06
0.10 0.05 -0.02
0.88 0.13 -0.25
-0.01 -0.01 -0.01
-0.02 0.00 -0.01
-0.01 0.00 -0.01
0.00 0.00 -0.01
0.01 -0.01 -0.01
0.01 0.00 0.01
-0.01 0.01 0.01
0.00 0.02 0.01
-0.01 0.02 0.01
-0.01 0.02 0.00
0.02 0.00 0.00
-0.01 0.01 -0.01
0.01 0.00 -0.02
0.01 -0.02 -0.02
-0.01 -0.01 0.01
-0.01 0.01 0.00
-0.01 -0.01 0.01
0.01 0.02 0.02
0.00 -0.01 -0.02
0.03 0.01 0.01
-0.01 0.00 0.03
-0.01 -0.01 0.01
0.00 -0.02 0.01
0.02 -0.01 0.00
0.01 0.00 0.00
0.01 0.00 0.01
0.00 0.00 0.00
-0.01 0.00 0.00
-0.01 0.00 -0.01
0.00 -0.01 0.00
0.06 0.07 -0.01
-0.04 -0.06 0.04
0.03 0.20 0.07
0.12 0.03 0.10
0.04 0.11 0.00
-0.17 -0.01 -0.06
0.10 -0.02 0.06
-0.10 -0.03 0.01
0.07 -0.02 -0.11
-0.05 0.02 0.06
-0.01 -0.02 0.01
0.00 0.00 0.01
0.00 -0.02 -0.01
0.02 0.00 -0.01
-0.01 0.01 0.01
0.02 0.00 -0.01
-0.02 -0.03 0.01
-0.01 -0.01 -0.03
-0.01 0.02 0.01
0.00 -0.01 -0.01
0.00 0.02 0.04
-0.01 -0.01 0.00
0.01 -0.02 -0.01
0.00 0.03 -0.01
0.01 -0.02 -0.01
0.01 0.00 -0.01
0.05 0.21 -0.07
-0.13 -0.30 0.14
-0.04 0.07 0.03
0.09 -0.03 0.03
-0.09 0.03 -0.16
0.04 0.04 0.08
0.12 0.02 -0.09
0.00 0.00 -0.01
0.01 0.00 -0.02
-0.02 0.01 -0.02
-0.01 0.01 0.00

The value obtained for the LUMO energy is 0.01 eV. The frontier orbital gap comes out at 6.2 eV. The energy relative to the best compared isomer or geometry (same formula, charge and spin) comes out at 0.498 eV. The total energy is -66514.5725 eV.


The following is a DFT calculation (ωB97M-V with the def2-TZVPD basis set) of a 7-piece molecular cluster, C34H96N17O5P5 overall in a non-equilibrium geometry.

Last column: Mulliken charge in e.
CARTESIAN COORDINATES (ANGSTROEM)
C: 6.747 -3.528 -6.875  -0.85
N: 7.647 -2.617 -6.079  0.15
C: 8.962 -2.183 -6.670  -0.98
P: 7.063 -1.900 -4.582  0.51
O: 8.148 -1.211 -3.810  -0.86
N: 5.785 -0.687 -4.910  0.27
C: 4.811 -0.358 -3.844  -1.11
C: 5.931 0.376 -5.860  -1.01
N: 6.300 -3.186 -3.803  0.39
C: 7.033 -3.876 -2.753  -1.16
C: 4.963 -3.717 -3.950  -0.87
H: 5.708 -3.205 -6.814  0.26
H: 6.854 -4.536 -6.473  0.21
H: 7.242 -3.488 -7.846  0.35
H: 8.926 -2.040 -7.750  0.36
H: 9.737 -2.927 -6.484  0.33
H: 9.195 -1.251 -6.154  0.33
H: 4.919 0.725 -3.788  0.46
H: 3.825 -0.529 -4.274  0.28
H: 4.981 -0.868 -2.896  0.23
H: 4.939 0.675 -6.199  0.34
H: 6.342 1.282 -5.415  0.33
H: 6.651 0.057 -6.614  0.30
H: 7.901 -3.261 -2.514  0.38
H: 6.406 -3.877 -1.861  0.38
H: 7.383 -4.871 -3.026  0.26
H: 4.306 -3.132 -3.307  0.15
H: 4.890 -4.758 -3.633  0.39
H: 4.568 -3.572 -4.955  0.21
C: -2.951 4.935 7.494  -1.07
N: -3.914 4.512 6.539  0.35
C: -5.250 5.148 6.739  -0.95
P: -3.526 3.121 5.549  0.18
O: -4.724 2.335 5.152  -0.91
N: -2.829 3.974 4.178  0.28
C: -3.440 3.896 2.859  -0.77
C: -1.471 4.636 4.194  -1.05
N: -2.255 2.207 6.296  0.37
C: -1.318 1.341 5.594  -0.81
C: -2.658 1.638 7.546  -1.26
H: -3.012 5.994 7.746  0.36
H: -1.991 4.762 7.007  0.35
H: -3.013 4.326 8.396  0.28
H: -5.201 6.140 7.188  0.33
H: -5.776 4.554 7.487  0.33
H: -5.845 5.193 5.827  0.23
H: -3.104 4.675 2.174  0.20
H: -2.981 2.951 2.569  0.30
H: -4.529 3.923 2.857  0.25
H: -0.677 3.976 4.545  0.34
H: -1.244 5.066 3.218  0.38
H: -1.539 5.456 4.908  0.30
H: -1.208 1.679 4.563  -0.02
H: -0.384 1.270 6.151  0.37
H: -1.643 0.310 5.452  0.44
H: -1.887 1.888 8.275  0.41
H: -2.827 0.580 7.346  0.33
H: -3.455 2.071 8.151  0.40
C: -5.482 5.730 0.696  -0.92
N: -5.229 4.898 -0.537  0.48
C: -4.376 5.589 -1.501  -1.17
P: -6.181 3.687 -1.249  0.20
O: -6.980 4.075 -2.474  -0.89
N: -5.007 2.501 -1.754  0.35
C: -3.974 2.037 -0.781  -0.87
C: -5.136 1.564 -2.901  -0.95
N: -7.081 3.128 0.006  0.42
C: -6.542 2.515 1.239  -0.82
C: -8.416 2.610 -0.185  -1.12
H: -6.073 5.166 1.418  0.19
H: -6.284 6.461 0.593  0.28
H: -4.558 6.231 0.986  0.38
H: -3.463 6.040 -1.111  0.39
H: -4.891 6.234 -2.213  0.36
H: -3.903 4.993 -2.281  0.33
H: -3.530 2.825 -0.172  0.13
H: -4.433 1.336 -0.083  0.14
H: -3.142 1.565 -1.303  0.44
H: -4.124 1.287 -3.195  0.30
H: -5.650 0.669 -2.553  0.35
H: -5.747 1.910 -3.734  0.37
H: -6.980 2.959 2.133  0.35
H: -6.649 1.430 1.261  0.37
H: -5.487 2.770 1.338  -0.05
H: -9.067 3.194 0.466  0.37
H: -8.394 1.530 -0.039  0.27
H: -8.822 2.855 -1.166  0.39
C: 3.125 1.997 2.069  -0.95
N: 3.182 1.260 0.835  0.35
C: 4.027 1.819 -0.244  -1.09
P: 2.477 -0.271 0.486  0.17
O: 2.810 -0.916 -0.836  -0.77
N: 2.638 -1.174 1.947  0.36
C: 4.054 -1.226 2.441  -1.22
C: 1.980 -2.445 2.196  -0.67
N: 0.849 0.275 0.628  0.49
C: 0.110 0.577 -0.637  -1.24
C: -0.012 0.075 1.739  -1.65
H: 3.220 3.076 1.946  0.43
H: 4.000 1.814 2.693  0.35
H: 2.341 1.652 2.743  0.21
H: 4.698 2.566 0.178  0.47
H: 3.437 2.316 -1.015  0.24
H: 4.616 1.001 -0.658  0.30
H: 4.767 -0.419 2.274  0.38
H: 4.308 -1.546 3.451  0.21
H: 4.446 -1.956 1.732  0.46
H: 2.228 -2.847 3.179  0.34
H: 0.899 -2.357 2.081  0.09
H: 2.483 -3.064 1.454  0.30
H: -0.854 0.070 -0.660  0.40
H: 0.041 1.665 -0.668  0.38
H: 0.675 0.303 -1.528  0.30
H: -0.730 0.893 1.794  0.70
H: 0.555 0.294 2.644  0.38
H: -0.618 -0.830 1.712  0.26
C: -1.108 -1.231 -4.486  -0.88
N: -2.173 -2.116 -3.804  0.35
C: -3.209 -1.335 -3.156  -1.10
P: -2.087 -3.816 -3.541  0.23
O: -3.299 -4.640 -3.537  -0.86
N: -1.056 -4.220 -4.872  0.23
C: -0.077 -5.322 -4.797  -0.99
C: -1.705 -4.138 -6.220  -1.08
N: -1.131 -3.983 -2.083  0.52
C: -0.449 -2.857 -1.372  -0.34
C: -1.295 -5.243 -1.435  -1.15
H: -0.595 -1.662 -5.346  0.35
H: -0.387 -0.900 -3.738  0.07
H: -1.503 -0.224 -4.618  0.44
H: -4.105 -1.875 -2.850  0.34
H: -3.329 -0.468 -3.805  0.32
H: -2.891 -0.904 -2.207  0.37
H: 0.487 -5.387 -5.727  0.32
H: 0.500 -5.143 -3.890  0.26
H: -0.687 -6.225 -4.768  0.36
H: -1.015 -4.406 -7.020  0.36
H: -2.575 -4.783 -6.342  0.29
H: -2.053 -3.112 -6.341  0.34
H: 0.547 -2.582 -1.721  0.27
H: -0.989 -1.912 -1.437  -0.44
H: -0.304 -3.159 -0.335  0.34
H: -2.244 -5.183 -0.902  0.26
H: -0.399 -5.192 -0.817  0.48
H: -1.302 -6.096 -2.113  0.29
C: 5.564 -1.449 6.467  -0.66
C: 6.769 -1.413 5.619  0.31
N: 7.688 -1.461 4.918  -0.40
H: 4.683 -1.211 5.871  0.25
H: 5.968 -0.736 7.185  0.27
H: 5.485 -2.364 7.054  0.26
C: 0.138 -6.022 5.016  -0.84
C: -0.087 -4.937 4.108  0.30
N: -0.109 -4.049 3.422  -0.28
H: 1.008 -5.655 5.561  0.24
H: 0.355 -7.003 4.594  0.29
H: -0.688 -6.068 5.726  0.27

Forces on the atoms, in the same order (eV/Å):
2.05 0.85 1.24
-0.79 1.27 1.01
-1.31 -0.28 1.02
-0.31 1.44 -1.27
-0.63 -1.37 -0.79
0.98 -3.28 0.96
0.70 0.33 -1.48
0.59 -0.22 0.30
0.60 0.14 -0.33
0.56 1.19 0.23
-0.68 1.24 -0.22
0.13 0.05 -0.47
-0.26 -0.18 -0.11
-0.89 -0.22 -0.39
-0.38 0.18 -0.03
0.07 0.00 0.18
0.41 -0.08 -0.23
-0.21 0.14 0.95
-0.35 -0.25 0.49
-0.09 0.11 -0.17
0.03 -0.22 -0.72
0.28 0.20 0.33
-0.46 0.13 -0.49
0.14 -0.16 0.10
0.02 -0.39 0.15
-0.26 -0.15 -0.08
-0.39 -0.17 0.24
0.27 -0.02 -0.27
0.10 -0.28 -0.08
1.11 -0.42 -0.07
-0.67 -0.55 -0.61
0.19 -1.70 0.08
0.18 1.97 -1.68
0.63 0.66 0.21
0.83 0.09 1.68
0.76 -1.25 0.25
-1.70 -0.28 1.00
-1.75 2.19 -1.07
-0.39 0.27 -0.71
0.57 -0.13 1.38
-0.20 -0.01 -0.08
0.43 0.13 0.63
0.23 0.21 0.51
0.66 0.09 -0.36
-0.51 -0.08 -0.06
0.17 -0.12 0.01
0.16 0.16 0.33
-1.00 -0.29 -1.59
0.20 -0.35 0.25
0.07 -0.15 -0.25
-0.03 -0.29 0.04
0.26 0.24 -0.02
0.48 0.38 0.15
0.19 0.35 -0.19
-0.59 -0.20 0.38
0.80 -1.01 0.08
-0.06 -0.16 0.85
-0.91 0.21 -1.15
-1.65 -0.92 -1.33
0.42 0.29 0.18
0.63 -0.15 -1.44
0.84 -0.21 -2.38
0.90 -0.59 2.04
0.39 1.16 0.62
-0.91 0.19 -0.37
-0.57 0.35 1.19
0.02 -0.72 1.11
1.09 1.19 -0.35
-0.54 1.01 -0.86
1.21 -0.72 0.56
0.33 0.85 -1.05
-0.20 -0.43 0.38
-0.47 0.46 0.75
-0.45 0.84 0.72
-0.26 -1.33 0.38
-0.29 0.37 -0.19
0.28 -0.40 0.06
-0.12 -0.14 -0.14
-0.20 0.17 -0.28
0.11 -0.46 0.00
0.32 0.59 0.17
-0.49 -0.14 -0.02
-0.11 -0.01 -0.10
0.04 -0.23 -0.14
-0.29 -0.72 0.57
-0.53 0.04 0.19
0.41 -0.21 -0.25
0.71 -0.68 0.82
1.00 -1.28 -1.80
0.02 -0.35 0.83
-1.93 1.04 1.56
-0.05 1.24 1.87
1.24 3.09 1.00
0.64 -0.99 -1.91
0.62 0.30 -1.24
0.25 -1.58 -2.27
1.18 0.31 0.76
-0.25 1.16 0.79
-0.91 0.06 -0.38
0.62 -0.37 0.05
-0.55 0.45 -0.46
0.13 -0.08 0.02
-0.07 -0.11 -0.15
0.04 0.29 -0.34
-0.95 0.87 -0.24
-1.09 -0.24 0.17
0.88 -0.70 0.50
-0.13 0.37 0.05
0.37 -0.25 -0.11
-0.73 -1.15 -0.04
-0.08 0.21 0.06
-0.69 0.10 -0.17
0.13 -0.31 0.16
-0.35 0.25 -0.42
-0.05 -1.03 0.29
0.22 -0.38 0.37
-0.75 -0.53 2.12
0.59 -0.71 -0.95
0.68 0.47 0.29
3.55 1.71 -0.27
-0.57 0.32 0.47
-0.13 0.53 -0.62
-1.76 0.51 0.36
-0.14 0.30 1.09
-0.99 2.06 -3.58
-0.31 -0.65 -0.51
0.36 0.65 0.88
-0.43 -0.03 0.19
0.73 -0.81 0.24
-0.85 -0.32 -1.01
-0.12 -0.17 -0.85
-0.97 -0.21 0.02
0.49 0.17 0.41
0.35 0.38 0.27
0.31 -0.49 -0.24
0.49 -0.68 0.39
0.28 0.21 0.22
-0.11 -0.22 0.25
0.00 -0.01 -0.29
0.24 -0.48 -0.46
-0.45 -0.31 0.17
-0.31 0.14 0.13
0.14 -0.74 0.57
-0.33 -1.33 0.70
0.16 0.08 0.02
1.84 0.32 0.13
0.42 -1.39 -1.41
-0.84 0.33 0.81
0.04 0.28 0.55
-1.43 0.70 0.47
-0.07 -0.22 -0.54
0.18 0.07 1.12
0.15 -2.45 0.98
-0.59 2.60 -2.01
0.15 -0.49 0.34
-0.17 0.30 -0.25
0.02 -0.24 -0.05

The value obtained for the LUMO energy is -0.04 eV. The frontier orbital gap comes out at 8.0 eV. As for the SMILES: CN(C)P(=O)(N(C)C)N(C)C.CN(C)P(=O)(N(C)C)N(C)C.CN(C)P(=O)(N(C)C)N(C)C.CN(C)P(=O)(N(C)C)N(C)C.CN(C)P(=O)(N(C)C)N(C)C.CC#N.CC#N. The energy relative to the best compared isomer or geometry (same formula, charge and spin) comes out at 8.357 eV. The total energy is -118827.7922 eV.


The following is a DFT calculation (ωB97M-V with the def2-TZVPD basis set) of a 2-piece molecular cluster, C4H9NO2 overall in a non-equilibrium geometry.

Last column: natural (NBO) charge in e.
CARTESIAN COORDINATES (ANGSTROEM)
C: -2.847 -0.088 -1.126  -0.43
N: -1.469 0.021 -0.663  -0.48
C: -1.265 0.119 0.573  0.41
O: -0.028 0.225 1.164  -0.50
C: 1.092 0.255 0.336  -0.09
C: 2.400 0.438 0.963  0.31
O: 3.471 0.351 0.388  -0.59
H: -3.052 0.730 -1.819  0.21
H: -2.966 -1.020 -1.685  0.21
H: -3.608 -0.066 -0.331  0.17
H: -2.028 0.126 1.355  0.16
H: 0.877 -0.217 -0.624  0.26
H: 1.613 1.420 0.190  0.25
H: 2.289 0.762 2.015  0.14
H: 2.479 -1.769 -0.412  -0.07
H: 3.043 -1.289 -0.323  0.05

Forces on the atoms, in the same order (eV/Å):
0.01 0.00 -0.01
0.13 0.09 0.57
0.13 0.03 -0.27
0.10 0.24 0.03
0.41 1.91 -0.61
0.48 -1.26 0.79
0.12 0.37 0.53
0.04 -0.06 0.06
0.06 0.07 0.05
0.25 0.01 0.00
0.07 -0.02 -0.05
0.72 0.32 0.10
-2.67 -0.78 -0.74
0.18 0.08 0.02
0.03 -0.48 -0.18
-0.05 -0.53 -0.28

The value obtained for the LUMO energy is 0.82 eV. The frontier orbital gap comes out at 10.5 eV. As for the SMILES: C/N=C/OCC=O.[H][H]. The energy relative to the best compared isomer or geometry (same formula, charge and spin) comes out at 4.962 eV. The total energy is -9875.0987 eV.